{"formula": "HN3O2S", "method": "the ωB97M-V functional and the def2-TZVPD basis", "elements": ["N", "N", "N", "O", "O", "S", "H"], "xyz": [[-0.238913, -0.031400, -0.479305], [-0.949538, 0.631875, 0.362817], [-3.051100, 0.143566, -0.444989], [-0.431493, 1.587315, 1.066134], [-3.474227, 1.268458, -0.717641], [-4.058851, -0.836574, 0.457868], [0.860556, 0.265002, -0.538129]], "forces_ev_per_a": [[1.0, 0.7, 0.5], [3.1, 0.2, -0.1], [-1.0, 0.6, -1.6], [0.0, -0.7, -0.6], [0.1, -0.2, 0.1], [-0.8, -0.8, 0.8], [-2.4, 0.2, 0.8]], "charge": -2, "lumo_energy_ha": 0.24606, "energy_ev": -19410.282, "relative_energy_ev": 0.444}


{"formula": "C33H44CsF3N2Si", "method": "the ωB97M-V functional and the def2-TZVPD basis", "elements": ["Cs", "F", "C", "F", "F", "C", "C", "C", "C", "C", "C", "C", "C", "H", "H", "H", "H", "C", "Si", "C", "C", "H", "H", "H", "H", "H", "H", "H", "H", "H", "C", "C", "C", "C", "C", "C", "C", "C", "N", "C", "C", "C", "C", "H", "H", "H", "H", "H", "H", "H", "H", "H", "H", "H", "H", "H", "H", "H", "H", "H", "H", "C", "N", "C", "C", "C", "C", "C", "C", "C", "C", "H", "H", "H", "H", "H", "H", "H", "H", "H", "H", "H", "H", "H"], "xyz": [[-1.870467, -0.328780, -1.421710], [6.973457, -6.456191, -0.370166], [6.821147, -5.264414, 0.258725], [6.509247, -5.554347, 1.539320], [8.081734, -4.739446, 0.312005], [5.841567, -4.372980, -0.407673], [5.116502, -3.442115, 0.335656], [4.230389, -2.592054, -0.289785], [4.041469, -2.631861, -1.685367], [4.766673, -3.595821, -2.409529], [5.652047, -4.448980, -1.785508], [3.186654, -1.699053, -2.323274], [2.501911, -0.831685, -2.871446], [5.252085, -3.404472, 1.408862], [3.658595, -1.882097, 0.293421], [4.617865, -3.665368, -3.479256], [6.203215, -5.191139, -2.349565], [-6.112886, -0.866466, -3.890963], [-5.223842, -1.033274, -2.167762], [-6.168654, -2.606265, -1.526394], [-6.200297, 0.332573, -1.197567], [-7.206696, -0.918836, -3.805811], [-5.795991, -1.661700, -4.572937], [-5.862638, 0.085089, -4.370176], [-7.260030, -2.493150, -1.578326], [-5.906237, -2.827580, -0.487464], [-5.902981, -3.489067, -2.116607], [-7.287603, 0.255912, -1.332125], [-5.904380, 1.334803, -1.523397], [-5.992538, 0.276219, -0.124419], [3.139830, 1.488502, 1.731147], [2.080442, 0.960731, 2.668324], [2.129577, 1.315674, 4.027245], [1.156116, 0.811337, 4.883022], [1.203440, 1.166491, 6.351889], [0.145057, -0.012827, 4.415443], [0.038102, -0.401547, 3.039215], [1.088916, 0.133262, 2.209379], [-0.848115, -1.172084, 2.435183], [-1.989878, -1.841889, 2.996782], [-3.255177, -0.988914, 2.763156], [-2.138608, -3.145356, 2.185657], [-1.985556, -2.267276, 4.485859], [4.130263, 1.132243, 2.027933], [3.166897, 2.581695, 1.745009], [2.948462, 1.158956, 0.708712], [2.904587, 1.980540, 4.397193], [2.011940, 1.873326, 6.547692], [1.370668, 0.275399, 6.963236], [0.264858, 1.622712, 6.677143], [-0.590620, -0.350585, 5.131797], [1.085841, -0.166154, 1.164763], [-3.389877, -0.820831, 1.693223], [-3.142325, -0.018946, 3.251667], [-4.149526, -1.483862, 3.154704], [-2.111604, -2.914026, 1.121243], [-3.079687, -3.656082, 2.412372], [-1.306847, -3.815018, 2.411769], [-2.227099, -1.436066, 5.148372], [-1.016971, -2.680107, 4.771491], [-2.746605, -3.037116, 4.640894], [3.021402, 3.322331, -3.634447], [1.550743, 3.434131, -3.523628], [0.913442, 2.372037, -4.358726], [1.074516, 3.427571, -2.075062], [-0.368146, 3.877337, -2.010806], [-0.540791, 5.198285, -1.585228], [-1.803555, 5.758522, -1.521298], [-2.886162, 5.001586, -1.934380], [-2.693075, 3.706478, -2.389945], [-1.446888, 3.043382, -2.426375], [3.332008, 3.615892, -4.637268], [3.273304, 2.254284, -3.476206], [3.519639, 3.951101, -2.897348], [1.241375, 4.337063, -3.881833], [1.454722, 1.444960, -4.165863], [0.978949, 2.646883, -5.411700], [-0.131737, 2.272674, -4.018249], [1.704150, 4.152879, -1.556133], [1.239689, 2.436432, -1.653634], [0.319439, 5.797561, -1.290626], [-1.939126, 6.771986, -1.160042], [-3.880379, 5.439740, -1.906772], [-3.579321, 3.157267, -2.706714]], "forces_ev_per_a": [[0.6, 0.2, 0.3], [-0.1, 0.0, -0.1], [0.4, -0.2, 0.1], [-0.1, 0.1, 0.0], [-0.1, 0.1, 0.0], [-0.2, 0.1, -0.1], [0.2, -0.2, 0.0], [-0.1, 0.0, 0.0], [0.2, 0.0, 0.2], [-0.1, 0.0, -0.1], [0.1, -0.1, 0.3], [-0.1, 0.0, -0.1], [-0.1, 0.4, -0.2], [-0.1, 0.1, 0.0], [0.0, 0.0, 0.0], [0.0, 0.1, 0.0], [0.0, 0.0, -0.1], [0.0, 0.0, 0.0], [-0.5, -0.2, -0.2], [0.0, 0.0, 0.0], [0.0, 0.0, 0.0], [0.0, 0.0, 0.1], [0.0, 0.0, 0.0], [0.0, 0.0, 0.0], [0.0, 0.1, 0.0], [0.0, 0.0, 0.0], [0.0, 0.0, 0.0], [0.0, -0.1, 0.0], [0.0, 0.0, 0.0], [0.0, 0.0, 0.0], [-0.1, -0.1, 0.0], [0.0, 0.0, 0.0], [0.0, 0.0, 0.2], [0.2, 0.1, -0.1], [0.0, 0.0, -0.1], [-0.2, 0.0, 0.1], [-0.1, -0.1, 0.2], [0.2, 0.1, -0.2], [0.1, 0.0, -0.5], [-0.3, -0.1, 0.1], [0.2, -0.1, 0.0], [-0.1, 0.1, 0.1], [0.1, 0.1, -0.1], [0.0, 0.0, 0.0], [0.0, 0.0, 0.0], [0.1, 0.0, 0.0], [0.0, 0.0, 0.0], [0.0, 0.0, 0.0], [0.0, 0.0, 0.0], [0.0, 0.0, 0.0], [0.0, 0.0, 0.0], [-0.1, 0.0, 0.0], [0.0, 0.0, 0.0], [0.0, 0.0, 0.0], [-0.1, 0.0, 0.0], [0.0, 0.0, 0.0], [0.0, 0.0, 0.0], [0.0, 0.0, 0.0], [0.0, 0.0, 0.0], [0.0, 0.0, 0.0], [0.0, 0.0, 0.0], [0.4, -0.6, 0.0], [0.1, 0.0, 0.1], [-0.4, -0.3, 0.2], [-0.5, -0.1, 0.1], [-0.4, 0.1, -0.2], [0.1, 0.1, 0.0], [0.1, 0.3, 0.0], [-0.1, 0.1, -0.1], [0.0, -0.4, 0.0], [0.6, 0.2, 0.2], [-0.1, -0.1, 0.0], [0.0, 0.6, 0.1], [-0.1, 0.0, 0.0], [0.0, 0.0, 0.1], [-0.1, -0.1, 0.1], [0.1, 0.1, 0.1], [0.2, 0.1, -0.1], [0.1, -0.1, -0.1], [0.1, -0.1, -0.3], [0.0, 0.0, 0.1], [0.0, 0.0, 0.0], [0.0, -0.1, 0.0], [0.0, 0.0, 0.0]], "charge": -2, "lumo_energy_ha": 0.12511, "energy_ev": -54488.423, "relative_energy_ev": 1.206}


{"formula": "C29H78N7O19", "method": "the ωB97M-V functional and the def2-TZVPD basis", "elements": ["C", "N", "C", "C", "C", "C", "O", "H", "H", "H", "H", "H", "H", "H", "H", "H", "H", "H", "H", "H", "H", "O", "C", "C", "O", "H", "H", "H", "H", "C", "C", "O", "O", "H", "H", "H", "H", "H", "H", "C", "C", "O", "O", "H", "H", "H", "H", "H", "H", "C", "C", "O", "O", "H", "H", "H", "H", "H", "H", "C", "C", "O", "O", "H", "H", "H", "H", "H", "H", "C", "C", "O", "O", "H", "H", "H", "H", "H", "H", "O", "C", "N", "C", "H", "H", "H", "H", "H", "O", "C", "N", "C", "H", "H", "H", "H", "H", "O", "C", "N", "C", "H", "H", "H", "H", "H", "O", "C", "N", "C", "H", "H", "H", "H", "H", "O", "C", "N", "C", "H", "H", "H", "H", "H", "O", "C", "N", "C", "H", "H", "H", "H", "H"], "xyz": [[13.030167, 1.682933, -26.348736], [13.064797, 3.030229, -26.994698], [11.759495, 3.392913, -27.604413], [13.314842, 4.029829, -25.884725], [14.180517, 3.189463, -28.008876], [14.046977, 2.208975, -29.150872], [14.466170, 0.940255, -28.677601], [12.753471, 0.927840, -27.083306], [12.344744, 1.703733, -25.503787], [13.975042, 1.305439, -25.969578], [11.475188, 2.767501, -28.446393], [11.749971, 4.436499, -27.897762], [11.022511, 3.281231, -26.806483], [13.543938, 4.948982, -26.422933], [14.177733, 3.790920, -25.274564], [12.382369, 4.147526, -25.339052], [15.106125, 3.099316, -27.441453], [14.128108, 4.175591, -28.446628], [14.553098, 2.521881, -30.064968], [12.983348, 2.165312, -29.392017], [14.455201, 0.345329, -29.465037], [11.022677, 3.040709, -31.260272], [11.717850, 1.883316, -31.598953], [11.440428, 0.527934, -30.837833], [11.795375, -0.678081, -31.448098], [12.817239, 2.052126, -31.507641], [11.633799, 1.675307, -32.683134], [10.430458, 0.561437, -30.406852], [12.171902, 0.661955, -30.006347], [13.223631, 5.515258, -30.769511], [13.870602, 4.859888, -31.966965], [12.922361, 4.425012, -32.949790], [12.750948, 4.621258, -29.763250], [12.374970, 6.128079, -31.089050], [13.926657, 6.049979, -30.120941], [14.387261, 3.927668, -31.689052], [14.670390, 5.426520, -32.450469], [12.235989, 3.969950, -32.409514], [12.029382, 4.045363, -30.128545], [10.381138, 1.324279, -23.411150], [9.917833, 0.512639, -22.218104], [10.077752, 1.345773, -21.055769], [9.475734, 2.316713, -23.877650], [10.503682, 0.664319, -24.283633], [11.387108, 1.718814, -23.262366], [10.502010, -0.395079, -22.045985], [8.912750, 0.095759, -22.343456], [10.271786, 2.237724, -21.357316], [8.650786, 1.867066, -24.094604], [8.761948, 1.211935, -26.980556], [8.604133, 1.619036, -28.433005], [8.373180, 3.046935, -28.441337], [7.504087, 0.830653, -26.418549], [9.277675, 1.992668, -26.413865], [9.478221, 0.388283, -26.914940], [7.783866, 1.077958, -28.901508], [9.547171, 1.483916, -28.963172], [8.724179, 3.386632, -29.276058], [7.151273, 1.645177, -26.047349], [15.324014, -0.788361, -31.843273], [14.863429, 0.074214, -33.011127], [13.654752, -0.348986, -33.582323], [14.440349, -0.613100, -30.745975], [16.300385, -0.549217, -31.414317], [15.289032, -1.852716, -32.101631], [15.627212, 0.129862, -33.794085], [14.714808, 1.095477, -32.620034], [13.013248, -0.472345, -32.834110], [13.493237, -0.498851, -30.989922], [10.738539, -1.775128, -27.854240], [10.379031, -2.373302, -26.498626], [11.483628, -2.156452, -25.611007], [9.667790, -1.693249, -28.797962], [11.458087, -2.498512, -28.253016], [11.261001, -0.829578, -27.686871], [10.034254, -3.405215, -26.579727], [9.588380, -1.803800, -26.001655], [12.193090, -2.771976, -25.851394], [10.155037, -1.690576, -29.639773], [14.490343, 6.646494, -27.594494], [14.588082, 7.788907, -27.178670], [15.720616, 8.236316, -26.598814], [13.523118, 8.824546, -27.463135], [16.446750, 7.543430, -26.506156], [15.875181, 9.210655, -26.419843], [13.453558, 9.573647, -26.664941], [12.520192, 8.400860, -27.450081], [13.685845, 9.391539, -28.377906], [9.981559, 7.021676, -25.490719], [9.249331, 6.079151, -25.194810], [9.601748, 5.280286, -24.156545], [7.998400, 5.728034, -25.948779], [10.442963, 5.542804, -23.669357], [9.322333, 4.313772, -24.235288], [7.919422, 6.150273, -26.947483], [7.067759, 6.041691, -25.471437], [7.948593, 4.640905, -26.049819], [12.520328, 4.923882, -22.814356], [13.311845, 5.826894, -23.082741], [12.971930, 6.810035, -23.940639], [14.779853, 5.561511, -22.838819], [13.673457, 7.500674, -24.153161], [12.109308, 6.911999, -24.461786], [15.034984, 4.909135, -23.672727], [14.837822, 4.951251, -21.940477], [15.406313, 6.446783, -22.746881], [14.457061, 2.013208, -23.655237], [14.361779, 1.094361, -22.865023], [14.738730, 1.220652, -21.558012], [13.681596, -0.223672, -23.211978], [15.260810, 2.029736, -21.266705], [14.869637, 0.364333, -21.046965], [14.442479, -0.866786, -23.655650], [12.971253, 0.011087, -24.005390], [13.076992, -0.700644, -22.444156], [17.434667, 3.889535, -28.222238], [18.228179, 3.827532, -29.154964], [19.412634, 4.474032, -29.085502], [17.898776, 2.979512, -30.352752], [19.560572, 5.067585, -28.290464], [20.100474, 4.171734, -29.752166], [18.042485, 1.910987, -30.204320], [18.535858, 3.296525, -31.181917], [16.844979, 3.151834, -30.560256], [13.372386, -3.848548, -26.774462], [14.579127, -3.658552, -26.916995], [15.455730, -4.144442, -26.018920], [15.038170, -2.900846, -28.155410], [15.038343, -4.511849, -25.177910], [16.367689, -3.729213, -25.926128], [15.377871, -3.655036, -28.866558], [15.866787, -2.251697, -27.868627], [14.192570, -2.359857, -28.565718]], "forces_ev_per_a": [[-0.4, -1.0, -0.6], [0.9, 0.3, 0.8], [-1.0, -0.1, 1.0], [-0.1, 0.7, -1.3], [0.8, -0.2, -0.1], [-0.4, -0.5, 1.3], [0.3, 0.1, -0.3], [-0.4, 0.2, -0.1], [-0.2, 0.2, -0.2], [0.4, 0.9, -0.1], [0.2, -0.1, 0.0], [0.3, -0.1, -0.1], [-0.1, -0.2, -0.1], [-0.1, 0.2, 0.2], [-0.2, -0.6, 0.0], [0.2, -0.1, 0.3], [0.1, -0.3, -0.1], [-0.2, 0.2, 0.5], [0.2, 0.2, 0.2], [0.2, 0.1, -0.4], [0.2, -0.1, 0.2], [0.5, 0.0, 1.0], [0.0, -0.4, -1.2], [1.3, 0.6, 0.3], [0.3, 0.7, -0.2], [0.1, -0.1, 0.1], [-0.3, -0.2, 0.0], [-0.2, -0.1, -0.3], [-0.7, -0.1, 0.8], [0.0, -0.2, 1.3], [-0.1, -1.6, -0.8], [0.3, 0.9, 0.5], [-0.6, 0.0, -0.9], [0.3, 0.3, -0.2], [0.2, 0.7, -0.9], [0.1, 0.2, 0.7], [-0.4, 0.6, -0.1], [-0.6, -0.3, -0.2], [-0.3, -0.3, -0.9], [0.0, -1.9, -1.9], [0.6, 0.8, 0.5], [-0.5, -0.6, 0.1], [-0.1, 0.6, 0.8], [0.2, -0.4, 0.3], [-0.3, 0.6, 0.3], [0.5, 0.2, -0.3], [-0.3, 0.7, 0.1], [-0.1, 0.0, 0.0], [0.1, -0.1, 0.0], [0.6, -0.6, -0.7], [0.9, 1.2, 0.5], [-0.3, 0.0, -0.1], [0.4, 0.4, 0.8], [-0.5, 0.3, 0.0], [-0.5, -0.4, -0.1], [0.1, -0.1, 0.0], [-0.2, -0.5, -0.1], [0.0, -0.1, 0.0], [-0.4, -0.1, -0.2], [-1.0, -0.2, 0.4], [0.1, 0.6, 0.1], [0.4, -0.5, 0.3], [0.6, 0.1, 0.8], [0.2, 0.2, -0.5], [0.2, 0.0, -0.3], [0.0, -0.1, 0.0], [0.3, 0.0, 0.0], [-0.7, 0.1, -0.2], [-1.1, -0.8, -0.7], [0.2, -1.2, -0.3], [-0.4, 1.4, 0.4], [0.0, -0.5, 0.0], [0.6, 0.0, 0.5], [0.4, 0.3, -0.1], [-0.2, 0.2, -0.1], [0.3, -0.1, 0.1], [-0.3, -0.1, -0.3], [-0.1, 0.0, -0.2], [-0.4, 0.3, -0.2], [0.0, 0.2, 0.6], [-0.6, -0.2, -1.8], [0.2, -0.2, 0.5], [-0.7, 0.6, 1.2], [0.2, 0.3, 0.0], [0.1, -0.1, 0.1], [0.4, 0.0, 0.0], [0.2, -0.4, -0.4], [0.2, -0.4, -0.2], [-0.3, 0.4, -0.1], [1.0, 0.6, -0.1], [-1.0, 0.0, -0.6], [-0.6, -0.5, -0.3], [0.2, -0.5, 0.1], [0.2, -0.1, 0.7], [0.6, 0.1, 0.0], [0.3, 0.0, 0.5], [-0.1, 0.0, -0.1], [-0.2, 0.7, 0.6], [-0.8, -1.9, -1.4], [0.9, 1.3, 0.1], [-0.5, 0.3, 0.6], [0.0, 0.0, -0.1], [-0.4, -0.4, 0.3], [0.4, 0.2, 0.0], [0.1, 0.1, 0.0], [0.1, -0.1, -0.2], [0.3, -0.2, 0.1], [-0.8, 0.3, 0.5], [0.2, -0.5, -0.1], [-0.1, 0.6, -0.9], [0.0, 0.0, -0.1], [-0.1, 0.2, 0.2], [-0.2, -0.3, 0.2], [0.1, -0.1, -0.2], [0.5, 0.0, 0.4], [0.2, 0.4, -0.3], [-1.4, -0.9, 1.7], [-0.1, -0.4, -1.0], [0.6, 0.6, -0.5], [0.4, -0.1, 0.0], [0.4, 0.6, 0.3], [0.0, 0.1, 0.4], [-0.3, -0.2, -0.3], [0.0, 0.0, -0.2], [0.4, -0.4, 0.3], [-1.8, 0.7, -1.2], [0.7, 0.0, 0.5], [0.5, -0.7, 1.1], [0.0, 0.0, 0.0], [0.0, -0.1, -0.1], [0.1, 0.2, -0.2], [0.0, 0.2, -0.4], [0.1, 0.1, 0.0]], "charge": -1, "lumo_energy_ha": 0.06240, "energy_ev": -80670.388}